(1)
Molecular formula: C22H32F5IrN3O2S2Si
Method: DFT, ωB97M-V/def2-TZVPD

Kohn-Sham gap (alpha / beta): 7.71 / 7.56 eV
E_LUMO (alpha / beta): -6.307 / -6.338 eV
HOMO level (alpha / beta): -0.5153 / -0.5108 Eh
⟨S²⟩: 0.7542
Relative energy (zero: lowest compared OMol25 entry of this formula, charge and spin): 0.0529 eV

```
! wB97M-V def2-TZVPD RIJCOSX def2/J DEFGRID3
* xyz 2 2
Ir -0.341 -0.471 0.800
F 5.986 1.657 -1.810
C 4.708 1.583 -1.520
C 4.118 0.338 -1.331
F 4.836 -0.765 -1.451
C 2.775 0.259 -1.026
F 2.214 -0.938 -0.904
C 2.005 1.412 -0.901
S 0.298 1.396 -0.446
C 2.607 2.651 -1.119
F 1.885 3.763 -1.036
C 3.952 2.746 -1.420
F 4.514 3.924 -1.618
O -2.468 -0.117 0.495
C -3.466 -1.065 0.991
C -3.612 -1.002 2.503
C -2.294 -1.175 3.274
C -1.577 -2.403 2.816
C -1.780 -3.638 3.412
C -1.181 -4.767 2.884
C -0.393 -4.637 1.749
C -0.227 -3.387 1.200
N -0.807 -2.283 1.718
H -2.640 0.741 0.904
H -3.121 -2.038 0.652
H -4.407 -0.845 0.489
H -4.314 -1.794 2.778
H -4.084 -0.062 2.800
H -2.500 -1.231 4.342
H -1.646 -0.310 3.119
H -2.408 -3.701 4.290
H -1.328 -5.733 3.347
H 0.100 -5.487 1.299
H 0.388 -3.233 0.325
C -0.388 0.573 -5.132
N -1.361 1.461 -4.477
C -2.510 1.825 -5.320
C -1.331 1.761 -3.186
S -0.542 0.536 -2.173
N -1.911 2.857 -2.718
C -2.480 2.944 -1.368
C -2.035 4.062 -3.555
H -0.301 0.892 -6.169
H -0.729 -0.462 -5.112
H 0.585 0.656 -4.659
H -2.785 0.942 -5.894
H -2.258 2.629 -6.009
H -3.353 2.116 -4.699
H -3.314 2.249 -1.268
H -2.852 3.955 -1.229
H -1.735 2.761 -0.600
H -1.340 4.002 -4.388
H -1.766 4.917 -2.939
H -3.050 4.195 -3.927
C 2.009 -2.471 3.679
Si 2.453 -0.876 2.818
C 2.842 0.444 4.068
C 3.903 -1.162 1.684
O 1.168 -0.257 1.932
H 2.855 -2.793 4.293
H 1.794 -3.284 2.985
H 1.157 -2.353 4.352
H 3.722 0.161 4.651
H 2.022 0.595 4.772
H 3.061 1.403 3.595
H 4.775 -1.443 2.281
H 4.174 -0.256 1.141
H 3.728 -1.968 0.967
*
```

Results of the natural (NBO) charge analysis, in e, for atoms 1 through 2:
1 Ir 0.80
2 F -0.24

***

(2)
Molecular formula: C3H15N2O2
Method: DFT, ωB97M-V/def2-TZVPD

Kohn-Sham gap: 9.63 eV
E_LUMO: -3.117 eV
HOMO level: -0.4686 Eh
Relative energy (zero: lowest compared OMol25 entry of this formula, charge and spin): 1.1993 eV

```
! wB97M-V def2-TZVPD RIJCOSX def2/J DEFGRID3
* xyz 1 1
N -2.077 -1.077 0.425
C -0.607 -1.351 0.770
C 0.239 -1.072 -0.490
N -0.115 0.256 -0.937
C 0.404 1.353 -0.131
H -2.377 -0.198 0.840
H -2.102 -0.949 -0.595
H -2.695 -1.865 0.606
H -0.291 -0.684 1.582
H -0.602 -2.408 1.031
H 1.258 -1.277 -0.150
H 0.052 -1.810 -1.262
H 0.093 0.425 -1.909
H 0.312 1.236 0.954
H -0.022 2.286 -0.516
H 1.504 1.442 -0.096
H -0.239 1.916 3.997
H 1.175 1.751 3.205
O 0.307 1.391 3.379
H 1.398 -0.071 -4.117
H 2.554 0.676 -3.316
O 1.832 0.032 -3.271
*
```

Results of the natural (NBO) charge analysis, in e, for atoms 1 through 2:
1 N -0.69
2 C -0.23

***

(3)
Molecular formula: C4H10O2
Method: DFT, ωB97M-V/def2-TZVPD

Kohn-Sham gap (alpha / beta): 5.88 / 5.83 eV
E_LUMO (alpha / beta): 3.649 / 3.588 eV
HOMO level (alpha / beta): -0.0821 / -0.0824 Eh
⟨S²⟩: 0.7535
Relative energy (zero: lowest compared OMol25 entry of this formula, charge and spin): 2.0094 eV

```
! wB97M-V def2-TZVPD RIJCOSX def2/J DEFGRID3
* xyz -1 2
O -1.700 -1.214 -1.701
C -1.722 -1.782 -0.465
C -0.566 -1.388 0.452
O -0.715 -0.039 0.889
C 0.053 0.348 1.926
H -1.676 -2.905 -0.483
H -2.658 -1.559 0.116
H 0.394 -1.481 -0.088
H -0.534 -2.043 1.341
H 2.022 1.871 0.609
H -0.218 1.313 2.356
H 0.871 -0.306 2.241
C 2.816 2.485 0.082
H 3.772 1.951 0.121
H 2.914 3.454 0.586
H 2.522 2.642 -0.963
*
```

Results of the natural (NBO) charge analysis, in e, for atoms 1 through 2:
1 O -0.95
2 C -0.04

***

(4)
Molecular formula: C5H7NO
Method: DFT, ωB97M-V/def2-TZVPD

Kohn-Sham gap: 10.18 eV
E_LUMO: 1.112 eV
HOMO level: -0.3333 Eh
Relative energy (zero: lowest compared OMol25 entry of this formula, charge and spin): 5.0891 eV

```
! wB97M-V def2-TZVPD RIJCOSX def2/J DEFGRID3
* xyz 0 1
C 1.601 -0.711 0.227
C 0.174 0.573 0.385
C -1.296 1.065 0.100
C -1.953 -0.064 -0.013
C 0.090 -0.741 -0.241
H 2.422 -1.195 -0.447
H 1.878 -0.886 1.241
H 1.347 0.721 -1.236
H 0.134 0.467 1.526
H -1.661 2.034 -0.039
H -3.024 -0.366 -0.204
H -0.095 -0.457 -1.335
N 1.578 0.779 -0.115
O -1.196 -1.219 0.151
*
```

Results of the natural (NBO) charge analysis, in e, for atoms 1 through 2:
1 C -0.24
2 C -0.11

***

(5)
Molecular formula: C9H23FeN3O5Rb
Method: DFT, ωB97M-V/def2-TZVPD

Kohn-Sham gap (alpha / beta): 8.39 / 8.36 eV
E_LUMO (alpha / beta): -2.942 / -2.972 eV
HOMO level (alpha / beta): -0.4166 / -0.4166 Eh
⟨S²⟩: 6.0184

```
! wB97M-V def2-TZVPD RIJCOSX def2/J DEFGRID3
* xyz 1 5
Fe 21.123 -26.664 -14.336
Rb 21.423 -23.706 -12.240
O 19.960 -25.181 -14.307
H 19.905 -24.538 -15.021
O 21.766 -26.481 -12.538
H 21.944 -27.101 -11.826
C 23.065 -29.176 -14.726
O 22.334 -28.194 -14.939
N 22.856 -30.122 -13.825
C 21.888 -29.963 -12.749
C 23.788 -31.219 -13.693
H 23.937 -29.383 -15.352
H 21.126 -29.249 -13.040
H 22.389 -29.663 -11.828
H 21.400 -30.923 -12.572
H 23.323 -32.152 -14.029
H 24.665 -31.079 -14.320
H 24.072 -31.354 -12.651
C 22.608 -26.597 -7.568
O 22.278 -27.690 -7.991
N 23.225 -25.638 -8.303
C 23.507 -24.334 -7.755
C 23.645 -25.936 -9.648
H 22.425 -26.271 -6.532
H 23.756 -23.657 -8.566
H 24.337 -24.357 -7.044
H 22.637 -23.966 -7.208
H 24.734 -25.925 -9.746
H 23.309 -26.937 -9.907
H 23.207 -25.248 -10.379
C 18.729 -26.404 -11.001
O 17.872 -25.801 -11.599
N 18.519 -27.447 -10.161
C 19.609 -28.301 -9.778
C 17.192 -27.994 -10.026
H 19.786 -26.093 -11.069
H 19.473 -28.669 -8.760
H 20.550 -27.754 -9.791
H 19.692 -29.180 -10.434
H 17.064 -28.862 -10.679
H 17.036 -28.258 -8.981
H 16.471 -27.241 -10.329
*
```

Results of the natural (NBO) charge analysis, in e, for atoms 1 through 2:
1 Fe 1.53
2 Rb 0.99

***

(6)
Molecular formula: C12H42N6O9
Method: DFT, ωB97M-V/def2-TZVPD

Kohn-Sham gap: 9.86 eV
E_LUMO: 0.240 eV
HOMO level: -0.3534 Eh
Relative energy (zero: lowest compared OMol25 entry of this formula, charge and spin): 4.3686 eV
Structure (SMILES): NC(N)=O.NC(N)=O.NC(N)=O.CC(C)O.CC(C)O.CC(C)O.O.O.O

```
! wB97M-V def2-TZVPD RIJCOSX def2/J DEFGRID3
* xyz 0 1
O 17.710 8.900 6.678
H 17.360 9.638 6.179
H 17.387 9.037 7.568
O 20.227 7.655 7.630
H 20.607 7.374 6.797
H 20.039 8.586 7.505
O 18.860 11.086 4.767
H 19.481 11.619 4.270
H 19.405 10.445 5.223
C 18.744 7.973 2.102
O 19.215 7.011 1.585
N 18.537 9.084 1.477
N 18.492 8.172 3.328
H 17.906 9.841 1.698
H 19.116 9.079 0.650
H 18.721 7.525 4.069
H 18.246 9.126 3.551
C 16.247 8.480 10.617
O 16.729 9.264 9.839
N 16.512 8.442 11.868
N 15.430 7.567 10.275
H 17.269 9.046 12.156
H 16.017 7.899 12.560
H 15.056 7.463 9.342
H 14.925 7.055 10.984
C 17.605 14.179 5.860
O 18.777 14.281 5.909
N 17.079 12.979 6.068
N 16.748 15.145 5.688
H 16.081 12.916 6.213
H 17.633 12.240 5.660
H 15.829 14.740 5.792
H 17.166 15.909 6.200
C 16.043 11.270 3.080
C 15.117 12.520 3.026
C 14.655 13.051 1.526
O 13.992 12.274 3.945
H 15.648 10.306 2.760
H 16.410 11.043 4.082
H 16.925 11.589 2.525
H 15.729 13.260 3.542
H 13.818 12.424 1.219
H 15.419 13.237 0.772
H 14.020 13.937 1.500
H 13.306 12.796 3.521
C 21.741 11.814 9.473
C 20.222 11.625 9.655
C 19.541 12.291 8.459
O 19.727 10.271 9.681
H 22.112 11.547 10.463
H 22.040 12.858 9.380
H 22.253 11.265 8.683
H 19.881 12.130 10.559
H 18.478 12.053 8.475
H 19.863 11.879 7.503
H 19.617 13.379 8.475
H 18.797 10.275 9.441
C 15.139 7.803 4.956
C 14.498 7.090 3.745
C 15.545 6.246 2.970
O 13.680 6.182 4.345
H 15.692 7.056 5.527
H 14.583 8.358 5.712
H 15.848 8.546 4.592
H 13.861 7.752 3.159
H 16.184 6.951 2.437
H 15.068 5.663 2.182
H 16.178 5.602 3.580
H 13.070 6.659 4.913
*
```

Results of the natural (NBO) charge analysis, in e, for atoms 1 through 2:
1 O -0.96
2 H 0.46